# 1
16
Properties=species:S:1:pos:R:3:mulliken_charge:R:1 method="wB97M-V/def2-TZVPD" lumo_ev=0.18 homo_lumo_gap_ev=9.6 homo_energy_ev=-9.4237
Si -1.2443 0.4406 0.1309 0.665
O -0.9198 1.9484 0.5984 -0.464
O 3.2045 0.1671 1.1585 -0.501
O -2.8429 0.4706 -0.1025 -0.338
N -0.3558 -0.8822 -0.1281 -0.679
C 3.7626 0.0112 -0.1227 -0.491
C -3.6495 -0.5929 -0.4963 -0.567
H 0.6445 -0.8345 -0.0018 0.257
H 3.0312 -0.3701 -0.8435 0.233
H 2.8861 -0.6846 1.4739 0.296
H -3.6565 -1.3678 0.2719 0.268
H -1.6276 2.5914 0.6819 0.361
H -3.2913 -1.0319 -1.4286 0.269
H 4.0870 1.0008 -0.4432 0.204
H 4.6329 -0.6564 -0.1101 0.247
H -4.6611 -0.2098 -0.6385 0.241


# 2
79
Properties=species:S:1:pos:R:3:lowdin_spin:R:1 method="wB97M-V/def2-TZVPD" spin_multiplicity=3 lumo_ev="-0.42 / -0.20" homo_lumo_gap_ev="6.7 / 6.9" homo_energy_ev="-7.1280 / -7.1155" s2=2.0168
V 0.6260 -0.7897 -0.7361 1.933
S -0.7454 2.6520 2.1513 0.000
S 3.2706 -0.3156 -1.3862 0.003
S 0.1595 -1.6141 -3.0059 0.014
S -4.0396 -2.6861 -3.1125 -0.002
S 0.0675 -2.9536 0.2904 -0.016
S -4.1119 -5.5519 -2.3216 0.001
S -2.7940 -0.0496 -3.7242 -0.001
S 1.8092 -0.9721 2.2424 0.007
S -1.5622 -4.0343 -2.5622 0.001
O 4.2328 0.3858 -0.5919 -0.001
O 1.0653 1.6721 -3.5145 -0.003
O 2.7521 -1.5715 -0.8445 0.008
N 1.9172 0.5113 -1.7427 0.005
N 1.1310 -0.0534 1.1292 0.012
N -2.4508 4.1201 0.6139 0.000
N -2.7509 4.4029 -0.6788 0.000
N -0.1166 2.0494 -0.9005 0.004
N -1.0737 2.9990 -0.5358 0.000
N -1.3430 -0.8548 -0.2390 -0.005
C -2.4267 -0.0825 -0.3164 0.007
C 3.2861 0.4321 -5.1916 0.000
C 4.1212 -0.8500 3.6835 0.000
C 5.2826 -0.2447 4.1273 0.000
C 3.0281 0.3047 -3.8355 0.001
C 0.6127 0.3995 4.3364 0.000
C -3.2845 -4.1703 -2.6472 0.000
C -1.3841 -2.0199 0.4311 0.011
C 1.9037 0.9117 -3.0597 0.004
C -1.8730 -0.0397 -5.2815 0.000
C 3.6208 1.1040 2.3506 0.000
C -0.7240 -1.8838 5.2051 0.000
C -0.2503 0.4678 5.4136 0.000
C -1.4328 3.2496 0.7555 0.000
C 0.7920 -0.8194 3.6979 0.001
C 0.1313 -1.9626 4.1162 0.001
C -2.5428 -2.4074 1.1132 -0.001
C 4.9762 -1.0997 -3.5204 0.000
C -2.5892 -1.7187 -3.2280 -0.006
C -1.4196 -2.3379 -2.9540 0.007
C 3.8579 -0.4525 -3.0376 0.000
C 4.3933 -0.2266 -5.7052 0.000
C -3.6527 -1.5975 1.0494 0.010
C -0.9133 -0.6717 5.8481 0.000
C 5.6151 1.0286 3.6870 0.000
C -1.8910 3.7160 -1.3730 0.000
C 5.2273 -0.9800 -4.8822 0.000
C 4.7906 1.7004 2.8001 0.000
C -1.8043 3.6532 -2.8470 0.000
C -3.6077 -0.4151 0.3066 0.000
C 3.2985 -0.1595 2.8067 0.002
H -0.4090 1.4119 5.9139 0.000
H 5.0579 2.6858 2.4479 0.000
H 0.2722 -2.8910 3.5804 0.000
H 0.0194 2.0841 -1.9182 0.001
H 5.9338 -0.7688 4.8120 0.000
H 6.0858 -1.4784 -5.3110 0.000
H -2.1712 0.8606 -5.8154 0.000
H 2.6282 1.0194 -5.8158 0.000
H 4.6160 -0.1567 -6.7606 0.000
H -2.4140 4.4483 -3.2668 0.000
H -2.1423 -0.9086 -5.8770 0.000
H 0.7119 0.7988 1.5107 0.001
H 0.7612 2.2982 -0.4477 0.000
H 2.9772 1.5982 1.6362 0.000
H 1.1391 1.2815 3.9976 0.000
H -4.5608 -1.8856 1.5593 0.001
H -1.5831 -0.6109 6.6941 0.000
H -0.8021 -0.0275 -5.0885 0.000
H -0.7751 3.7671 -3.1873 0.000
H 6.5283 1.4938 4.0306 0.000
H -1.2446 -2.7672 5.5438 0.000
H 3.8567 -1.8444 4.0165 0.000
H -2.1671 2.6912 -3.2066 0.000
H 5.6204 -1.6784 -2.8752 0.000
H -2.5479 -3.3489 1.6416 -0.001
H -4.4680 0.2292 0.2112 0.000
H -2.3331 0.8022 -0.9259 0.000
H -2.9800 4.5206 1.3680 0.000


# 3
17
Properties=species:S:1:pos:R:3:mulliken_charge:R:1 method="wB97M-V/def2-TZVPD" lumo_ev=0.89 homo_lumo_gap_ev=9.7 smiles="N[C@@]12C=C[C@@H](S)[C@@H]1C2" homo_energy_ev=-8.7703
S -3.1137 -0.3437 -0.5445 -0.229
N 1.9577 -0.8054 -1.1298 -0.586
C -1.4442 0.0065 0.4180 -0.007
C -0.8314 1.4089 -0.0591 -0.603
C 1.0300 -0.1294 -0.3584 0.349
C 0.4231 1.2281 -0.5608 -0.484
C -0.2279 -0.8918 0.4452 -0.315
C 0.9410 -0.1927 1.1940 -0.672
H -2.9257 -1.7067 0.0381 0.135
H 0.8668 2.2006 -0.8489 0.268
H 2.9479 -0.5484 -1.2387 0.263
H 0.6801 0.9067 1.5517 0.278
H -0.4339 -1.9146 0.2513 0.473
H 1.7260 -0.8874 1.8879 0.276
H 1.5995 -0.8936 -2.1537 0.278
H -1.7574 0.1601 1.5369 0.294
H -1.4378 2.4029 -0.4295 0.281


# 4
27
Properties=species:S:1:pos:R:3:lowdin_spin:R:1 method="wB97M-V/def2-TZVPD" spin_multiplicity=2 lumo_ev="3.71 / 3.69" homo_lumo_gap_ev="3.0 / 7.1" homo_energy_ev="0.6984 / -3.4289" charge=-1 s2=0.7610
O -1.8587 -1.7189 2.0745 0.024
C 0.9670 1.3087 1.6934 0.046
C 1.3118 0.0240 1.3279 0.140
C -0.9046 -0.6377 -2.2257 0.001
C -0.6942 -2.1458 -2.5028 0.001
C 1.9146 2.4388 1.4727 0.006
C 0.3323 -1.0257 1.4137 0.229
C -1.3108 0.5742 2.2382 0.142
C -0.0332 0.3131 -3.0632 0.000
C -0.3604 1.6635 2.1313 0.236
C -0.9383 -0.7092 1.9128 0.070
H -1.9537 -0.4458 -2.4516 0.001
H 0.5495 -2.0254 1.0381 0.033
H 0.2455 -2.2999 -3.0476 0.000
H -1.5822 -2.6415 -2.8705 0.000
H 2.6208 2.2338 0.6583 0.000
H 1.6004 3.4786 1.4952 0.003
H 0.1371 -0.2286 -3.9858 0.000
H 2.2737 -0.3455 1.0028 0.007
H 2.6102 2.4685 2.3422 0.001
H -0.5523 2.6772 2.4356 0.029
H 0.9305 0.5818 -2.6004 0.001
H -0.3122 -2.6308 -1.5915 0.001
H -0.6434 -0.4230 -1.1999 0.001
H -2.3096 0.5770 2.6742 0.010
H -0.4097 1.3420 -3.0789 0.000
H -1.6301 -2.4032 2.7070 0.018


# 5
22
Properties=species:S:1:pos:R:3:mulliken_charge:R:1 method="wB97M-V/def2-TZVPD" lumo_ev=0.56 homo_lumo_gap_ev=9.1 smiles=NC[C@H](O)c1ccc(Cl)c(O)c1 homo_energy_ev=-8.5774
Cl -4.4415 -0.2787 0.1690 -0.276
O -2.6694 2.2690 0.2606 -0.543
O 1.8759 1.2414 -1.1001 -0.639
N 2.4891 0.2199 1.4307 -0.699
C -0.6616 1.2656 -0.4374 -0.654
C -2.6695 -0.1297 -0.0620 0.478
C 1.4597 -0.0410 -0.7782 0.097
C -2.0270 -1.3858 -0.3539 -0.464
C -2.0555 1.0718 -0.0605 0.444
C 2.1588 -0.6884 0.3808 -0.418
C -0.0365 0.0678 -0.6127 0.245
C -0.6678 -1.2745 -0.6859 -0.827
H -0.2468 -2.3035 -1.0932 0.217
H 3.0751 -1.3967 0.0268 0.325
H 1.3615 -1.5741 0.9661 0.250
H -2.5658 -2.3626 -0.0239 0.279
H 1.8603 -0.0938 2.3617 0.314
H -0.1515 2.1403 -0.4839 0.665
H 2.3273 1.8499 -0.3065 0.373
H 3.4529 -0.1061 1.7854 0.281
H -3.6143 2.1353 0.2877 0.273
H 1.7468 -0.6261 -1.6707 0.282


# 6
18
Properties=species:S:1:pos:R:3:mulliken_charge:R:1 method="wB97M-V/def2-TZVPD" lumo_ev=0.79 homo_lumo_gap_ev=10.2 smiles="CCN(C=O)CC" homo_energy_ev=-9.4220
O -0.0038 2.7137 1.2419 -0.564
N 0.0953 0.5725 0.2223 0.105
C -1.6357 -0.0534 -1.6829 -1.080
C -1.2771 0.7068 -0.4102 -0.520
C 0.4402 -0.8391 0.3905 -0.215
C 0.5646 1.6682 0.8973 0.072
C 1.9339 -1.2140 0.8487 -1.128
H -2.4601 -0.8736 -1.5642 0.260
H -0.7976 -0.4792 -2.1855 0.365
H -1.9020 0.4672 0.3798 0.426
H -0.1882 -1.2224 1.2888 0.253
H 1.9610 -1.1116 2.0284 0.270
H 0.3152 -1.4571 -0.6092 0.219
H -2.2453 0.6067 -2.4109 0.291
H 1.6586 1.4458 1.3620 0.219
H 2.5889 -0.4970 0.1737 0.298
H 2.2109 -2.2602 0.5388 0.353
H -1.2588 1.8267 -0.5092 0.375


# 7
18
Properties=species:S:1:pos:R:3:mulliken_charge:R:1 method="wB97M-V/def2-TZVPD" lumo_ev=0.58 homo_lumo_gap_ev=9.6 smiles="CC(=O)O.CCN" homo_energy_ev=-9.0536
O 1.6463 0.9509 1.4054 -0.486
O 1.3333 2.4050 -0.1751 -0.574
N -1.1880 -0.4784 -1.8254 -0.602
C -0.7479 -1.1773 -0.6209 0.190
C -0.3493 2.0875 1.6210 -0.850
C 0.1508 -2.3740 -0.8505 -1.100
C 0.8819 1.8903 0.8279 0.722
H -1.2204 2.4984 1.1039 0.290
H 2.6589 1.1947 1.4151 0.348
H 0.7013 -2.7138 0.0862 0.320
H -0.1071 2.4736 2.6105 0.310
H -0.2887 -3.0996 -1.4471 0.349
H -1.7539 -1.4639 -0.2161 0.264
H -0.4535 0.2460 -2.1068 0.250
H -0.3752 -0.4857 0.0998 -0.195
H -1.3389 -1.1109 -2.5927 0.221
H -0.5838 1.0146 1.9273 0.281
H 1.0343 -1.8575 -1.2625 0.263


# 8
55
Properties=species:S:1:pos:R:3:mulliken_charge:R:1 method="wB97M-V/def2-TZVPD" lumo_ev=-0.47 homo_lumo_gap_ev=7.5 homo_energy_ev=-7.9312
Ti -0.2516 0.2761 -0.1303 -0.209
P -0.4412 -0.6181 3.4064 1.254
F -1.2922 -1.6445 2.5198 -0.321
F -1.5740 0.4829 3.1703 -0.313
F 0.2561 -0.0422 1.7491 -0.413
F -1.0329 -1.1093 4.7744 -0.320
F 0.4903 0.5095 4.0361 -0.382
F 0.7801 -1.6202 3.4146 -0.273
O -2.2195 0.7931 0.4907 -0.463
O -0.7867 3.4625 -2.7018 -0.704
O 3.5357 -0.9317 -1.1200 -0.606
N -0.2498 1.4237 -1.7397 0.491
N 1.1084 -2.7259 0.6021 -0.037
N -4.3010 0.1693 1.0014 -0.400
N 1.2806 -0.5063 -1.1094 0.709
N -0.1852 2.4496 0.6097 0.488
C 1.5961 -0.6779 -4.8250 -0.762
C -0.5393 3.3115 -0.3478 0.793
C 3.2881 -3.4811 2.1508 -0.383
C 1.0161 -3.7212 1.4780 -0.147
C 3.4020 -2.4529 1.2318 -0.802
C 2.2856 -2.1198 0.4773 0.544
C -2.8228 -1.3821 -0.2096 -1.182
C 0.7182 0.3395 -5.1762 -0.613
C -0.6508 5.1128 1.1924 -0.312
C -1.4592 -1.2843 -0.8769 -0.492
C 0.3090 0.7786 -2.8616 -0.077
C -3.1147 -0.0734 0.4530 0.879
C 2.4383 -1.1193 -0.6404 -0.124
C -0.0472 2.8988 1.8557 -0.250
C 0.0636 1.0723 -4.1977 -0.750
C -0.5669 2.7500 -1.7440 -0.131
C -0.7895 4.6463 -0.1058 -0.660
C 2.0760 -4.1422 2.2647 -0.742
C 1.1944 -0.2456 -2.5017 0.540
C -0.2646 4.2279 2.1845 -0.939
C 1.8353 -0.9787 -3.4936 -0.563
H 0.5386 0.5644 -6.2193 0.396
H -0.8313 6.1543 1.4241 0.437
H -0.6198 1.8664 -4.4539 0.499
H -3.6372 -1.6313 -0.8961 0.450
H 4.1340 -3.7684 2.7615 0.428
H -1.5370 -1.0983 -1.9511 0.575
H -0.1301 4.5503 3.2071 0.451
H -0.8576 -2.1777 -0.7226 0.396
H 1.9446 -4.9584 2.9617 0.404
H 0.0461 -4.1990 1.5586 0.400
H 2.1015 -1.2463 -5.5949 0.387
H 0.2460 2.1813 2.6060 0.596
H 2.5257 -1.7648 -3.2254 0.476
H -1.0668 5.2803 -0.9356 0.515
H -5.0141 -0.5373 1.0231 0.207
H -2.8238 -2.1398 0.5782 0.322
H 4.3285 -1.9213 1.0703 0.475
H -4.4320 1.0181 1.5268 0.257


# 9
15
Properties=species:S:1:pos:R:3:mulliken_charge:R:1 method="wB97M-V/def2-TZVPD" lumo_ev=1.28 homo_lumo_gap_ev=11.0 smiles="C=CC.C=C" homo_energy_ev=-9.6913
C -2.0060 -0.2257 0.5772 -0.435
C 0.8792 1.1591 -1.0235 -0.954
C -1.9045 -1.3801 -0.0711 -0.432
C 1.5368 0.7735 0.2689 0.012
C 1.7121 -0.4761 0.6906 -0.652
H -2.7495 -1.8272 -0.5893 0.232
H -2.9424 0.3259 0.6197 0.223
H -0.9658 -1.9290 -0.1060 0.169
H -1.1504 0.2079 1.0905 0.251
H 0.0340 1.8358 -0.8484 0.255
H 1.8938 1.5949 0.8918 0.283
H 2.1998 -0.6994 1.6356 0.249
H 1.5843 1.6860 -1.6783 0.332
H 0.4998 0.2806 -1.5546 0.259
H 1.3788 -1.3262 0.0970 0.206


# 10
11
Properties=species:S:1:pos:R:3:mulliken_charge:R:1 method="wB97M-V/def2-TZVPD" lumo_ev="-1.09 / -2.78" homo_lumo_gap_ev="8.6 / 7.0" homo_energy_ev="-9.7016 / -9.8185"
N -2.0744 0.4230 0.7382 -0.435
N -1.7538 1.4216 -0.1429 -0.371
C -0.5002 1.3108 -0.5503 -0.382
C 2.4905 -0.8205 -0.1059 0.157
C -1.0316 -0.3637 0.8571 -0.422
C 0.0604 0.1263 -0.0165 0.307
C 1.3750 -0.3578 -0.0530 -0.326
H -0.0445 2.0448 -1.2087 0.468
H -1.1227 -1.5955 -1.0725 0.112
H -0.9301 -1.1651 1.5838 0.441
H 3.5313 -1.0239 -0.0294 0.452


# 11
16
Properties=species:S:1:pos:R:3:mulliken_charge:R:1 method="wB97M-V/def2-TZVPD" lumo_ev="3.51 / 3.51" homo_lumo_gap_ev="4.9 / 4.9" smiles="CSC1=CCCN1[O-]" homo_energy_ev="-1.3581 / -1.3574" charge=-1
S 2.0881 0.6212 0.3922 -0.190
O 0.1800 -1.9575 0.3891 -0.842
N -0.3060 -0.6944 0.5701 0.199
C -0.6537 1.5118 -0.0194 -0.471
C 2.8605 -0.5863 -0.6086 -0.770
C 0.3165 0.5326 0.1682 -0.066
C -1.9634 0.9586 0.0656 -0.275
C -1.7474 -0.5399 0.3942 -0.749
H 2.3107 -1.6448 -0.6026 0.282
H -0.5483 2.5276 0.0723 0.402
H 3.7138 -0.9000 -0.0841 0.306
H 3.1787 -0.1849 -1.5583 0.244
H -2.0393 -1.1070 -0.5772 0.267
H -2.1958 -0.8446 1.4040 0.320
H -2.6812 1.3970 0.8422 0.166
H -2.5131 0.9107 -0.8476 0.177


# 12
9
Properties=species:S:1:pos:R:3:mulliken_charge:R:1 method="wB97M-V/def2-TZVPD" lumo_ev="-0.65 / -0.72" homo_lumo_gap_ev="7.5 / 7.1" homo_energy_ev="-8.1890 / -7.8664"
S 0.5892 -1.8864 -0.2132 -0.168
P -1.7679 -0.3513 0.4763 0.029
O 0.8926 0.6988 0.9695 -0.334
N -0.8213 -1.2720 -0.5165 -0.213
C 1.0553 1.4204 0.0835 -0.232
H -1.1471 -1.4600 -1.5219 0.303
H -0.9742 -0.6779 1.4768 0.054
H 1.8544 1.3485 -0.6338 0.276
H 0.3190 2.1800 -0.1208 0.285


no.,E (eV)
1,-17731.12982
2,-172381.25456
3,-18688.82780
4,-12674.75735
5,-26562.42264
6,-8899.12273
7,-9910.58593
8,-84381.58310
9,-5345.51412
10,-8222.76197
11,-19684.21082
12,-24760.03498